# CH7NOS

2 unconnected molecules or ions with the total composition CH7NOS (the ωB97M-V functional and the def2-TZVPD basis, the Open Molecules 2025 dataset).

structure (SMILES): NCO.S
lowest unoccupied orbital energy: 0.027 Eh
highest occupied orbital energy: -9.53 eV
frontier orbital gap: 10.256 eV
energy above the lowest of the compared OMol25 structures with the same formula, charge and spin: 0.251 eV

Structure (XYZ):
```
11
Properties=species:S:1:pos:R:3:forces:R:3
N -0.93883 -3.06010 0.34382 -0.3 0.2 -0.2
C -1.06580 -3.22903 -1.05065 1.2 -0.1 -0.3
O 0.01931 -2.62804 -1.81352 -0.4 -0.1 0.1
H -0.66938 -3.82498 0.92534 0.2 0.1 0.1
H -1.04711 -2.14154 0.72873 -0.1 -0.1 0.3
H -1.98264 -2.80066 -1.44643 -0.2 -0.1 0.0
H -0.96893 -4.29421 -1.27181 -0.5 0.0 0.0
H 0.52585 -2.08966 -1.20181 0.1 0.0 0.1
S 1.06966 4.26133 1.12245 0.1 -0.1 0.0
H 0.47950 5.38473 0.71009 -0.1 0.1 0.0
H -0.06682 3.76864 1.62603 0.0 0.0 0.0
```
Forces are in eV/Å.

---

# C16H37N2O3P2S

2 unconnected molecules or ions with the total composition C16H37N2O3P2S (the ωB97M-V functional and the def2-TZVPD basis, the Open Molecules 2025 dataset).

net charge: +1
lowest unoccupied orbital energy: -0.112 Eh
highest occupied orbital energy: -11.95 eV
frontier orbital gap: 8.911 eV

Structure (XYZ):
```
61
Properties=species:S:1:pos:R:3:forces:R:3
C 0.81947 -1.70122 0.84268 0.1 0.2 0.0
C 0.53833 -0.57779 0.54095 -0.1 0.0 0.1
C 0.19935 0.79300 0.17731 0.0 0.0 0.0
C 0.60293 1.11966 -1.27110 0.1 0.0 0.0
C -0.25669 2.22113 -1.91163 0.1 0.1 0.2
P -1.64990 1.60278 -2.86193 -0.2 -0.1 0.0
S -2.68686 0.37011 -1.59653 0.0 -0.2 0.2
O -1.21358 0.71114 -4.08192 0.2 0.2 0.1
C -0.27179 1.19034 -5.09325 0.1 0.2 -0.3
C 0.69376 0.06224 -5.50838 -0.2 -0.2 0.2
N 0.22066 -1.24321 -5.09208 0.3 0.1 -0.2
C 0.81768 -1.78416 -3.87072 -0.3 -0.1 0.1
C -0.24476 -2.37864 -2.91765 0.2 0.1 0.0
C 0.30716 -3.54276 -2.12546 0.0 0.0 -0.1
O -1.36182 -2.85592 -3.64149 -0.2 -0.2 0.3
P -3.11869 3.13668 -3.54452 0.0 0.2 -0.1
N -3.00218 4.05959 -2.13199 -0.1 -0.1 -0.1
O -2.13260 3.99480 -4.53047 0.1 -0.2 -0.1
H 1.12811 -2.66748 1.14245 0.0 -0.3 0.1
H 0.71579 1.47156 0.85945 -0.1 0.1 0.0
H -0.86869 0.95896 0.33554 0.0 0.0 0.0
H 0.57826 0.20835 -1.86883 -0.1 0.1 0.0
H 1.63781 1.45867 -1.26713 0.0 0.0 -0.1
H -0.67064 2.88952 -1.15122 0.0 0.0 0.0
H 0.33222 2.86415 -2.56881 -0.1 0.0 -0.1
H -3.55216 -0.01995 -2.54680 -0.1 0.1 -0.1
H -0.86057 1.52893 -5.94304 -0.2 -0.1 0.1
H 0.27535 2.05145 -4.70694 0.0 0.0 0.0
H 1.68899 0.28707 -5.11296 0.0 0.0 -0.1
H 0.74266 0.07791 -6.59572 0.2 0.1 0.0
H 0.35291 -1.89862 -5.84595 -0.2 -0.1 0.0
H 1.55342 -2.56128 -4.09536 0.1 0.1 -0.1
H 1.33500 -0.97587 -3.34786 0.2 -0.1 0.0
H -0.54929 -1.58812 -2.21782 -0.2 -0.1 0.0
H -0.45339 -3.92951 -1.45035 0.0 0.0 0.1
H 0.59379 -4.33962 -2.81318 0.0 0.0 0.0
H 1.18639 -3.24180 -1.55459 0.0 0.0 0.0
H -1.83878 -2.10116 -3.99770 0.2 0.0 -0.3
H -3.79984 4.67314 -2.01104 0.0 0.0 0.1
H -2.80753 3.57492 -1.26728 0.0 0.1 0.1
H -2.48465 3.99615 -5.43087 0.1 0.1 0.0
C 2.50391 -1.02883 7.30365 0.0 0.0 0.0
C 1.01630 -0.72246 7.16018 0.0 0.0 0.0
C 0.36537 -1.40483 5.95801 0.0 0.1 0.0
C 0.94269 -0.99880 4.60133 0.0 -0.1 0.0
C 0.88691 0.49451 4.28785 -0.1 0.0 0.0
C -0.53291 1.04934 4.22114 0.1 0.0 0.0
H 3.07711 -0.66549 6.44904 0.0 0.0 0.0
H 2.91545 -0.55648 8.19583 0.0 0.0 0.0
H 2.67280 -2.10430 7.38766 0.0 0.0 0.0
H 0.87016 0.35998 7.10183 0.0 0.0 0.0
H 0.49629 -1.04759 8.06425 0.0 0.0 0.0
H -0.70968 -1.20433 5.97402 0.0 0.0 0.0
H 0.46838 -2.48875 6.06581 0.0 0.0 0.0
H 0.40321 -1.53830 3.81553 0.0 0.0 0.0
H 1.98178 -1.33300 4.53471 0.0 0.0 0.0
H 1.37998 0.65929 3.32422 0.0 0.0 0.0
H 1.46694 1.05667 5.02408 0.0 0.0 0.0
H -1.12304 0.51154 3.47352 0.0 0.0 0.0
H -0.52967 2.10787 3.95348 0.0 0.0 0.0
H -1.04759 0.95886 5.17806 0.0 0.0 0.0
```
Forces are in eV/Å.

---

# C5H8N2

A single C5H8N2 molecule (the ωB97M-V functional and the def2-TZVPD basis, the Open Molecules 2025 dataset).

structure (SMILES): C[C@H]1[C@@H](C#N)N1C
lowest unoccupied orbital energy: 0.034 Eh
highest occupied orbital energy: -9.83 eV
frontier orbital gap: 10.756 eV
energy above the lowest of the compared OMol25 structures with the same formula, charge and spin: 1.664 eV

Structure (XYZ):
```
15
Properties=species:S:1:pos:R:3:forces:R:3
C -1.91151 0.33077 0.15610 0.1 0.0 0.0
C -0.60747 -0.30228 -0.29763 -0.1 -0.1 0.0
C 0.57798 0.53093 -0.68489 0.0 0.1 -0.2
C 0.46786 1.97803 -0.68025 -0.2 1.0 0.0
N 0.31448 3.12402 -0.71378 0.2 -1.0 0.0
N 0.54242 -0.16614 0.58481 -0.1 0.0 0.1
C 1.51572 -1.24994 0.73739 0.0 -0.1 0.0
H -1.75493 1.34923 0.52412 0.1 -0.2 0.0
H -2.64034 0.38327 -0.66218 0.2 -0.1 0.1
H -2.36175 -0.25476 0.96444 0.1 0.0 -0.1
H -0.73085 -1.23580 -0.85337 0.3 0.1 0.1
H 1.26931 0.14836 -1.43827 -0.3 0.0 0.1
H 2.07406 -1.47703 -0.18507 -0.2 0.0 0.1
H 1.01920 -2.16516 1.07074 0.0 0.1 0.0
H 2.24891 -0.96794 1.50125 -0.2 0.0 -0.2
```
Forces are in eV/Å.